(1)
This record from OMol25 describes 12 unconnected molecules or ions with the total composition C20H64O12. The level of theory is ωB97M-V/def2-TZVPD.

```
96
Properties=species:S:1:pos:R:3:forces:R:3:lowdin_charge:R:1
C 0.3910 1.1039 -0.1231 0.41 1.67 -1.14 -0.078
C 0.1820 -0.3031 -0.5321 0.96 -1.28 -0.53 -0.323
O -1.1330 -0.7741 -0.4721 -0.38 -0.06 0.65 -0.088
H 0.2230 1.1969 0.9209 -0.71 0.37 0.85 0.028
H -0.1960 1.8559 -0.7451 0.49 -0.97 1.00 0.083
H 1.4530 1.4029 -0.2231 -0.38 -0.27 -0.25 0.077
H 0.8350 -0.9631 0.0659 -0.49 0.15 0.14 0.096
H 0.5080 -0.5081 -1.5401 0.55 0.33 -0.66 0.086
H -1.6700 -0.2841 -1.1151 -0.36 -0.33 0.26 0.044
C -3.9790 -0.6461 1.4579 0.99 0.93 -0.91 -0.052
C -2.6800 -0.5211 2.2629 -1.02 -0.12 -0.26 -0.327
O -2.9700 0.0209 3.5109 -0.72 0.70 1.25 -0.073
H -4.6580 -1.4121 1.7399 -0.41 -0.68 1.24 0.064
H -3.7870 -0.9521 0.4359 0.48 0.35 -0.46 0.053
H -4.5110 0.2889 1.4419 -0.28 0.44 -0.05 0.059
H -1.8460 0.0639 1.8509 -0.45 -0.36 -0.73 0.101
H -2.4200 -1.5311 2.4219 1.16 -1.29 -0.12 0.076
H -2.1620 -0.0471 4.0279 0.12 0.25 0.15 0.042
C -1.7860 0.1429 -4.0111 -1.56 -0.10 -3.62 -0.075
C -2.4070 1.0869 -3.0161 0.63 -0.45 -1.44 -0.319
O -2.9610 0.2379 -2.0911 -1.89 -0.76 1.96 -0.093
H -1.3580 0.5239 -4.9721 0.32 0.36 1.18 0.092
H -2.6310 -0.4211 -4.5091 0.61 0.06 0.94 0.098
H -1.1280 -0.5761 -3.5531 0.26 -0.06 0.24 0.051
H -3.1790 1.7669 -3.3101 -0.20 0.52 -1.08 0.124
H -1.6580 1.6649 -2.5661 1.12 0.92 0.95 0.064
H -3.8820 0.0939 -2.3541 0.39 -0.27 0.44 0.128
C 3.6270 -1.0841 -0.1791 -0.18 -1.42 0.02 -0.061
C 3.6790 -1.3851 -1.6921 0.93 0.13 0.53 -0.281
O 4.6030 -0.4911 -2.3801 -0.35 -0.88 0.00 -0.095
H 3.1650 -1.9601 0.4149 0.79 1.36 -1.02 0.080
H 3.0020 -0.2231 0.0199 0.09 0.35 0.03 0.028
H 4.6550 -0.9081 0.1719 -0.43 -0.04 0.05 0.087
H 2.6980 -1.4471 -2.1251 -0.76 0.96 -0.44 0.083
H 4.0000 -2.3831 -1.8931 0.68 -0.93 0.35 0.092
H 5.1930 -1.0551 -2.9221 -0.59 0.62 0.51 0.097
C 2.5300 -4.4281 0.0509 0.65 -0.30 2.15 -0.076
C 1.3410 -4.1091 0.9149 -0.23 -0.96 0.64 -0.321
O 1.7310 -4.2791 2.2749 -0.10 0.14 0.28 -0.075
H 2.7630 -5.4671 -0.0391 -0.33 -0.83 -0.23 0.077
H 3.4680 -4.0111 0.4249 -0.24 0.28 0.32 0.080
H 2.3520 -3.9721 -0.8441 -0.23 0.79 -2.86 0.014
H 0.4670 -4.7691 0.7389 0.59 0.20 -0.35 0.115
H 0.9520 -3.1101 0.7379 0.25 0.29 -0.01 0.072
H 0.9290 -4.2441 2.8079 0.08 -0.03 -0.01 0.073
C 1.0290 1.8109 -3.4771 1.44 -0.19 1.93 -0.049
C 2.5810 1.7839 -3.1811 -1.74 -0.95 -2.72 -0.290
O 3.2740 2.8919 -3.6931 -1.02 0.76 -0.45 -0.051
H 0.6230 0.8289 -3.3191 0.29 -0.87 -0.12 0.030
H 0.7390 2.0769 -4.4591 0.04 0.68 -0.97 0.068
H 0.4840 2.3369 -2.7061 -0.05 1.00 -0.14 0.035
H 2.9280 0.9089 -3.7441 0.15 -0.14 0.44 0.102
H 2.7920 1.6529 -2.1611 0.05 -0.30 1.52 0.075
H 4.0860 2.9459 -3.2191 0.97 0.17 0.40 0.068
C -1.0930 3.3459 3.8609 -2.20 -1.60 -0.60 -0.074
C -0.1280 3.5799 2.7739 1.46 1.86 0.37 -0.317
O -0.0710 5.0319 2.7109 0.08 -0.17 -0.48 -0.083
H -1.9740 3.9049 3.5589 -0.29 0.16 0.22 0.080
H -0.8490 3.6109 4.8649 0.85 0.59 0.41 0.076
H -1.4480 2.3149 3.9349 0.12 -0.21 -0.22 0.064
H -0.2730 3.1829 1.7799 -1.09 -0.19 -0.21 0.078
H 0.8590 3.2329 2.9939 0.89 -0.40 0.57 0.094
H 0.8430 5.3139 2.6759 0.16 0.07 -0.10 0.066
C 1.3290 -0.0171 3.0479 0.49 -0.58 -0.25 -0.041
C 0.5020 -1.2541 3.4749 -0.44 0.51 -2.21 -0.291
O -0.3520 -0.8701 4.5229 0.38 0.75 1.00 -0.067
H 0.6440 0.8549 3.0219 0.41 -0.53 -0.21 0.059
H 1.9470 -0.1161 2.0809 -1.30 -0.10 1.37 0.087
H 2.0480 0.1699 3.8249 0.45 0.34 0.41 0.065
H 1.0080 -2.2101 3.6209 0.63 0.44 0.53 0.104
H -0.1520 -1.4551 2.6369 -0.17 -0.29 -0.62 0.073
H -1.0220 -1.5321 4.6369 -0.35 -0.70 0.17 0.083
C 2.0200 4.5079 -0.2681 -1.03 -0.97 -0.81 -0.159
O 1.6350 5.8029 -0.6281 1.28 0.66 0.13 -0.088
H 3.0670 4.3759 -0.4741 0.40 -0.09 -0.34 0.077
H 1.3830 3.8109 -0.8931 1.02 0.13 0.82 0.084
H 1.8780 4.3059 0.7909 -0.22 -0.12 0.24 0.057
H 0.7000 5.7779 -0.6551 -1.44 0.37 -0.01 0.056
C -2.4670 -4.0461 0.5589 0.15 -0.84 0.59 -0.133
O -1.3720 -3.1981 0.9079 -0.71 -3.02 1.58 -0.145
H -2.2300 -4.8251 -0.2221 0.01 0.87 0.60 0.078
H -3.3520 -3.5011 0.2589 -0.12 0.36 -0.35 0.064
H -2.7920 -4.6051 1.4729 0.50 0.40 -0.61 0.091
H -1.3360 -2.4321 0.3979 -0.25 2.31 -1.79 -0.010
C -2.9610 2.7799 0.3729 -2.39 0.05 0.36 -0.145
O -3.1030 4.0509 0.9609 0.64 0.24 0.19 -0.088
H -2.3900 2.1729 1.0069 1.02 -0.73 1.02 0.044
H -2.5340 2.7649 -0.5951 0.57 0.31 -1.19 0.051
H -3.9550 2.2949 0.3249 0.37 0.00 -0.20 0.090
H -3.8160 4.5229 0.5379 -0.21 0.13 -0.18 0.074
C -0.1420 -3.3791 -2.3241 -1.08 -0.92 0.29 -0.160
O 0.1670 -3.9611 -3.5641 1.08 -1.42 -0.70 -0.124
H -0.6060 -4.2221 -1.7621 0.09 1.16 0.47 0.086
H -0.8950 -2.6291 -2.5851 0.15 0.14 0.73 0.075
H 0.7090 -2.9561 -1.7581 -0.31 -0.12 -0.41 0.060
H 0.2910 -4.9251 -3.4091 0.04 1.19 -0.40 0.095
```
Forces are in eV/Å.

The largest force on an atom comes out at 3.94 eV/Å. The value obtained for the LUMO energy is 0.19 eV. As for the SMILES: CCO.CCO.CCO.CCO.CCO.CCO.CCO.CCO.CO.CO.CO.CO. The value obtained for the HOMO energy is -0.3568 hartree.

=====

(2)
This record from OMol25 describes a molecular structure, C20H65N3O11. The level of theory is ωB97M-V/def2-TZVPD.

```
99
Properties=species:S:1:pos:R:3:forces:R:3:lowdin_charge:R:1
C -2.9614 1.3829 0.9277 5.87 -2.21 0.77 -0.174
C -1.4438 0.9590 1.0962 -1.10 -1.80 -1.37 -0.212
C -1.2179 -0.4779 0.5086 -0.32 0.60 0.20 -0.116
O 0.1533 -0.7163 0.5583 -1.78 0.03 -0.11 -0.263
C 0.6722 -1.8722 0.0289 0.50 -2.32 -0.32 -0.198
N -0.5303 1.8548 0.3660 -1.34 -6.98 5.22 -0.078
H -3.1631 1.5668 -0.1276 0.93 -0.23 0.69 0.060
H -3.1689 2.3842 1.3052 4.14 -5.12 1.67 -0.038
H -3.6763 0.6978 1.3833 1.13 -0.46 -0.06 0.125
H -1.2535 0.9988 2.1687 0.04 -0.56 0.01 0.129
H -1.4168 -0.5768 -0.5585 -1.05 0.45 0.44 0.089
H -1.8177 -1.1761 1.0924 0.01 -0.47 0.10 0.138
H 0.3343 -2.2064 -0.9520 0.22 0.69 3.59 0.033
H 0.6319 -2.6979 0.7394 -1.38 1.47 -2.25 0.019
H 1.7484 -1.7596 -0.1018 -0.66 -0.36 0.02 0.088
H -0.8236 1.8758 -0.6003 -1.96 -4.15 8.98 -0.133
H 0.3538 1.3807 0.2493 -0.09 0.27 0.83 0.075
C 1.0029 -3.5659 2.1252 0.80 -0.46 1.66 -0.052
C 1.6680 -4.3493 0.9741 0.38 -1.24 2.05 -0.419
C 0.7722 -4.8174 -0.1583 1.54 -0.39 -0.95 -0.197
O -0.2047 -5.7440 0.2027 -0.24 -0.15 0.97 -0.153
C 0.2565 -7.0426 0.6064 -1.32 -0.45 -0.39 -0.086
N 2.8690 -3.6882 0.5764 0.84 1.44 -1.62 0.056
H 1.0049 -2.4904 1.9479 0.23 -0.67 1.27 0.039
H 1.6204 -3.6599 3.0184 -0.02 -0.56 0.28 0.092
H -0.0192 -3.8673 2.3546 0.05 -0.18 -0.10 0.109
H 2.1440 -5.2383 1.3877 -1.32 -0.86 0.65 0.124
H 1.4115 -5.3097 -0.8912 0.51 -0.08 -0.23 0.137
H 0.3983 -3.9572 -0.7135 -0.40 -0.71 0.65 0.086
H 0.5181 -7.6647 -0.2495 0.51 0.29 -0.31 0.086
H -0.6382 -7.5411 0.9794 -0.10 0.15 0.18 0.087
H 0.9979 -7.1649 1.3960 0.23 0.79 -0.11 0.084
H 3.4130 -3.3412 1.3534 -0.09 -0.11 0.12 0.096
H 3.4384 -4.3152 0.0261 0.21 0.13 -0.02 0.090
C 4.0983 2.2501 -3.6078 -0.24 0.10 0.68 -0.038
C 4.4045 2.5497 -2.0671 -0.01 -0.32 -1.54 -0.379
C 3.3576 2.1881 -1.0557 0.33 0.94 0.30 -0.229
O 3.1554 0.8160 -1.0512 0.22 0.43 0.57 -0.196
C 2.2137 0.5112 -0.0364 1.19 -0.61 -3.89 -0.120
N 5.5604 1.7343 -1.7694 1.14 -0.69 0.21 0.026
H 3.3152 2.8461 -4.0766 -0.13 0.33 0.37 0.064
H 3.8039 1.2190 -3.8029 -0.02 -0.18 0.53 0.049
H 4.9883 2.3707 -4.2256 0.20 0.29 0.40 0.066
H 4.5906 3.6156 -1.9359 0.33 0.03 -0.17 0.136
H 2.4828 2.8348 -1.1235 -0.72 -0.33 -0.34 0.129
H 3.7483 2.3894 -0.0582 0.34 0.71 0.19 0.131
H 2.3811 -0.5477 0.1607 0.36 1.03 -0.11 0.097
H 1.2401 0.5692 -0.5231 0.53 0.02 0.25 0.085
H 2.3372 1.0004 0.9298 -0.52 2.76 -4.75 0.048
H 5.9698 1.8952 -0.8602 0.21 1.06 0.21 0.071
H 5.1704 0.8318 -1.5380 -0.08 -0.66 -0.69 0.065
C -4.8094 0.6836 -0.7231 -0.98 -1.65 -1.03 -0.162
O -5.5784 -0.1645 -1.5589 -0.55 -0.04 -1.14 -0.105
H -4.9556 1.7002 -1.0883 -0.11 0.04 -0.05 0.106
H -5.1240 0.6429 0.3197 -0.05 -0.24 -0.60 0.091
H -3.7516 0.4466 -0.8367 -0.82 -0.72 -0.40 0.044
H -5.9743 -0.9492 -1.1727 0.33 0.32 0.57 0.075
C -2.4151 -2.4736 -1.8005 0.76 -0.52 0.30 -0.049
O -0.9640 -2.5407 -1.9448 -3.35 0.39 -1.75 -0.176
H -2.6878 -2.8407 -0.8111 -0.18 -0.12 -0.06 0.091
H -2.7263 -1.4304 -1.8547 0.33 -0.01 -0.08 0.066
H -2.9581 -3.0029 -2.5836 0.27 -0.24 0.01 0.087
H -0.4977 -3.3489 -1.7189 -1.19 -0.65 -0.30 0.068
C -4.4498 3.1667 2.3890 -1.01 -0.51 0.96 -0.055
O -4.5819 2.4034 1.1572 -9.39 5.65 2.39 -0.269
H -5.3004 3.0597 3.0621 -0.36 -0.43 -0.54 0.096
H -3.6227 2.7387 2.9555 0.37 -0.06 0.06 0.102
H -4.2927 4.2451 2.3633 0.15 -0.04 -0.89 0.101
H -4.0216 2.8892 0.5475 -2.71 0.21 -1.02 0.027
C 0.2737 2.7717 2.6650 -0.11 0.64 1.16 -0.172
O 0.3291 3.5322 1.5349 2.88 2.91 0.91 -0.133
H 0.3928 1.6963 2.5329 -0.15 1.96 0.16 0.012
H 1.0179 3.1820 3.3476 -0.20 -0.33 0.42 0.114
H -0.7453 2.8317 3.0473 -0.21 0.32 1.18 0.089
H -0.3794 3.1812 0.9906 1.33 -0.29 -0.46 -0.059
C -2.0602 3.6334 0.9072 0.24 3.13 -1.22 -0.220
O -1.9114 4.9531 1.2953 -0.70 1.41 0.86 -0.019
H -1.5197 3.6018 -0.0388 -0.82 -0.09 0.33 0.104
H -1.6536 2.9461 1.6491 -1.19 1.41 -0.14 0.072
H -3.0814 3.4148 0.5950 1.80 2.55 -0.30 0.069
H -2.3025 5.4746 0.5906 0.07 0.42 0.10 0.104
C 1.6380 -0.4873 -2.9257 -1.04 -0.29 -0.76 -0.106
O 1.2437 -1.7032 -2.3224 2.32 0.49 -1.80 -0.151
H 0.7622 -0.1916 -3.5032 0.08 0.64 -0.57 0.084
H 1.9299 0.2931 -2.2229 -0.26 -0.46 -0.66 0.043
H 2.4649 -0.6719 -3.6114 0.01 -0.02 0.04 0.087
H 0.3325 -1.6325 -2.0286 0.10 0.87 -1.50 -0.005
C 1.7386 0.0246 2.2480 -0.29 -2.02 1.13 -0.205
O 2.1965 -0.5374 3.3808 1.67 -0.59 4.12 -0.047
H 2.5344 0.5360 1.7064 0.48 -2.19 5.11 0.062
H 1.3688 -0.8414 1.6991 1.02 1.42 0.09 0.069
H 0.9075 0.7135 2.3991 0.99 -1.56 -0.32 0.054
H 1.5591 -1.1429 3.7663 -0.06 0.04 -0.05 0.084
C -0.6059 2.2753 -1.5643 4.47 5.74 -13.75 -0.233
O -1.5217 1.2058 -1.8024 -0.97 0.23 -0.81 -0.008
H 0.4328 1.9453 -1.5460 0.03 -0.22 0.00 0.106
H -0.4915 2.9389 -2.4214 -0.95 -0.04 -1.30 0.129
H -0.6446 2.9919 -0.7439 -0.19 1.74 -2.81 0.097
H -1.3849 0.9049 -2.7037 0.06 0.12 -0.31 0.115
```
Forces are in eV/Å.

The largest force on an atom comes out at 15.56 eV/Å. The value obtained for the LUMO energy is 0.38 eV. The value obtained for the HOMO energy is -0.2996 hartree.